# C39H58F2O36

12 unconnected molecules or ions with the total composition C39H58F2O36 (ωB97M-V with the def2-TZVPD basis set, the Open Molecules 2025 dataset).

CARTESIAN COORDINATES (ANGSTROEM)
O -2.4902 4.9364 5.2526
C -2.5521 3.8343 4.8180
O -2.2176 3.5476 3.5371
C -2.6604 2.2537 3.2290
C -2.6470 1.6150 4.6304
F -1.3511 1.2223 4.8600
O -2.9551 2.7217 5.4569
H -3.7070 2.2705 2.9020
H -2.0754 1.6972 2.5049
H -3.2822 0.7500 4.8026
O -1.1792 -4.5069 8.3489
C -1.0926 -4.3241 7.1824
O -0.0962 -4.8192 6.4134
C -0.4010 -4.6021 5.0471
C -1.6597 -3.7436 5.0529
F -2.6809 -4.3824 4.3998
O -1.9466 -3.6268 6.4126
H 0.4411 -4.2163 4.4712
H -0.5931 -5.5729 4.5840
H -1.5413 -2.7724 4.5766
C -2.6843 -0.1492 -2.5270
C -3.9673 0.1362 -3.2648
O -3.6085 0.8270 -4.4418
C -4.5468 1.4897 -5.1189
O -5.6715 1.6905 -4.7676
O -4.0178 1.8149 -6.2933
C -4.7691 2.6796 -7.1452
H -2.7751 -0.6192 -1.5497
H -2.1236 0.7742 -2.3972
H -2.0690 -0.8093 -3.1458
H -4.5994 0.7465 -2.6080
H -4.6329 -0.7089 -3.4631
H -4.3262 2.6752 -8.1364
H -4.7860 3.6952 -6.7520
H -5.7690 2.2464 -7.1946
C -0.1203 -6.1620 1.4408
C -0.7283 -5.0441 0.5856
O -2.0710 -4.8093 0.9723
C -3.0072 -5.5594 0.3699
O -2.7832 -6.3916 -0.4633
O -4.1551 -5.2782 0.9303
C -5.2588 -6.1944 0.7819
H -0.5404 -7.1451 1.2550
H -0.3138 -5.8367 2.4647
H 0.9663 -6.1128 1.3582
H -0.6563 -5.3550 -0.4596
H -0.1471 -4.1302 0.6755
H -5.4797 -6.1859 -0.2856
H -6.0506 -5.7828 1.3953
H -4.9409 -7.1856 1.0985
C 3.1844 9.5362 1.4620
C 3.4932 8.0463 1.3555
O 2.3810 7.3328 0.8859
C 2.6174 6.1081 0.3774
O 3.6914 5.6942 0.0249
O 1.4777 5.4920 0.2106
C 1.4281 4.1639 -0.2443
H 2.3987 9.7495 2.1913
H 2.8295 9.9424 0.5117
H 4.0157 10.1767 1.7551
H 3.8912 7.7342 2.3237
H 4.2862 7.9499 0.6079
H 1.7087 4.1167 -1.2985
H 0.4203 3.7787 -0.1096
H 2.1005 3.4630 0.2541
O -3.1605 2.1600 -0.0873
C -2.7950 3.2535 -0.4232
O -3.2374 3.7903 -1.5801
C -2.8276 5.1450 -1.6515
C -2.0286 5.3845 -0.3531
O -2.1185 4.1285 0.2976
H -2.1903 5.3371 -2.5181
H -3.6822 5.8152 -1.7316
H -2.5619 6.1972 0.1365
H -1.0149 5.6970 -0.5884
O 0.7872 1.9137 -2.4416
C 0.3373 2.4347 -3.4086
O 1.0090 3.3517 -4.1289
C 0.2743 3.7593 -5.2675
C -0.9923 2.9012 -5.1868
O -0.8446 2.1226 -4.0018
H 0.0140 4.8156 -5.3084
H 0.9234 3.4837 -6.1005
H -1.2136 2.2881 -6.0597
H -1.8922 3.4999 -5.0227
O 3.7324 -1.0676 -2.6452
C 4.4967 -1.9433 -2.9425
O 4.7147 -3.0010 -2.1747
C 5.6481 -3.8683 -2.8029
C 6.1034 -3.1093 -4.0666
O 5.2816 -1.9440 -4.0302
H 6.4530 -4.1182 -2.1125
H 5.1484 -4.8019 -3.0605
H 5.8928 -3.7942 -4.8835
H 7.1439 -2.8086 -3.9834
O 2.8728 -4.3694 3.5754
C 3.2783 -3.6665 2.7159
O 4.5570 -3.6010 2.2873
C 4.6769 -2.5843 1.3055
C 3.2370 -2.2874 0.8931
O 2.5113 -2.8201 1.9904
H 5.2283 -1.7501 1.7372
H 5.2178 -2.9541 0.4339
H 2.8312 -2.6371 -0.0597
H 3.0609 -1.2122 0.7977
O 2.7685 -3.3378 7.0208
C 2.2386 -2.3839 6.5412
O 0.9106 -2.1259 6.4904
C 0.6206 -0.8276 5.9759
C 1.9872 -0.4481 5.4064
O 2.9173 -1.4360 5.8752
H -0.0313 -1.0270 5.1201
H 0.1149 -0.1931 6.6993
H 2.1453 0.5493 5.8292
H 2.0997 -0.4524 4.3252
O -0.4788 -1.8874 2.6628
C -0.3007 -1.2173 1.6885
O 0.1455 -1.6578 0.5146
C 0.5617 -0.6145 -0.3574
C -0.0709 0.6087 0.3629
O -0.4403 0.1200 1.6577
H 1.6313 -0.5278 -0.5388
H 0.1072 -0.8148 -1.3227
H -0.8803 1.0932 -0.1748
H 0.7659 1.2768 0.5735
O 1.4309 -3.8247 -2.5828
C 1.2414 -2.9979 -3.4283
O 1.8005 -2.9615 -4.6474
C 1.3198 -1.7982 -5.3452
C 0.6823 -0.9542 -4.2739
O 0.4681 -1.9373 -3.2284
H 2.1483 -1.3856 -5.9145
H 0.5641 -2.1825 -6.0340
H -0.2430 -0.5316 -4.6604
H 1.2998 -0.1460 -3.8883

E_HOMO	-10.0615	eV
net charge	0
gap between HOMO and LUMO	9.656	eV
lowest unoccupied orbital energy	-0.015	hartree

Atom charges from the Mulliken analysis, given in e for atoms 1 to 6: O -0.543; C 0.505; O -0.180; C 0.229; C 0.285; F -0.301